[1]
This record from the OMol25 dataset describes a 6-piece molecular cluster, C5H21NO5 overall. The level of theory is ωB97M-V/def2-TZVPD.

Structure (XYZ):
```
32
Properties=species:S:1:pos:R:3:forces:R:3
H 2.910269 -0.328197 1.011992 0.0 0.0 -0.2
H 1.003333 2.817506 -2.374559 0.0 0.1 -0.1
H -3.118930 1.521426 0.633301 0.0 0.0 0.1
N 1.234683 0.662107 1.967433 0.0 -0.1 0.0
O -0.627128 -2.638202 -1.179323 -0.1 0.0 0.0
H -1.022558 -2.761029 -2.052226 0.1 -0.2 0.1
H -0.295315 -3.495919 -0.890321 0.0 0.0 -0.1
C -0.002537 2.404214 -2.437939 -0.1 -0.2 0.0
H 1.142242 -1.181336 2.946752 -0.1 0.0 -0.1
C 0.960542 -0.123545 3.156270 0.2 -0.3 0.1
H 1.233824 1.649219 2.198000 -0.1 0.0 -0.1
O 1.737355 -1.225049 -1.817117 0.2 0.0 -0.3
O 3.469483 -0.861231 0.422886 -0.1 -0.1 0.0
H 2.926955 -1.051227 -0.365706 0.1 0.1 0.3
H -0.745653 0.524806 1.200561 -0.1 -0.1 -0.1
H 1.665533 0.137332 3.944203 -0.1 0.1 0.1
O -2.850115 -1.578213 0.205999 0.0 -0.1 0.0
H -1.334365 1.225212 -1.132688 0.0 -0.1 0.1
C 0.598012 1.255159 -0.308855 -0.4 -0.2 0.4
H -3.562564 0.131861 0.136685 0.1 0.2 0.0
H -2.052184 -1.927839 -0.225254 -0.1 0.0 0.2
H 0.894663 -1.602599 -1.523532 0.0 0.2 -0.1
C -0.307579 1.571975 -1.225886 0.2 0.2 -0.3
H -3.081898 -2.192980 0.907075 0.0 0.0 0.0
H -0.739329 3.199483 -2.551621 0.1 0.2 0.1
H 0.422149 -0.669090 0.622030 0.0 -0.1 0.0
H -0.065307 -0.038612 3.535540 0.0 0.1 0.0
C 0.296374 0.384528 0.884775 0.2 0.3 0.1
O -3.795243 1.077159 0.116310 -0.1 -0.1 -0.1
H 1.625074 1.608023 -0.359963 0.0 0.0 -0.2
H -0.071469 1.820247 -3.360707 0.0 -0.1 0.1
H 1.551690 -0.315192 -2.084105 -0.1 -0.2 0.1
```
Forces are in eV/Å.

Values from the calculation:
Kohn-Sham gap ... 9.1 eV
E_HOMO ... -0.33913 Ha
Charge ... 0
Multiplicity ... 1
Electronic energy ... -634.0403 Ha
SMILES ... C/C=C/CNC.O.O.O.O.O
LUMO level ... -0.121 eV

***

[2]
This record from the OMol25 dataset describes a 7-piece molecular cluster, C5H21NO8 overall at a distorted geometry. The level of theory is ωB97M-V/def2-TZVPD.

Structure (XYZ):
```
35
Properties=species:S:1:pos:R:3:forces:R:3
N -1.132227 0.578815 -2.883852 0.2 -0.3 -0.8
H -1.410194 -2.298803 2.889202 -0.7 -0.4 0.1
C -0.081649 -0.278969 -2.659354 0.0 0.1 1.1
C 0.763825 -0.159276 -1.628099 0.0 -0.2 -0.2
H -2.560836 -2.238891 -0.625820 -0.1 -0.2 -0.4
H 2.543910 -2.466551 0.240841 0.2 0.3 0.3
H 2.407110 0.726363 1.989638 -0.1 0.1 -0.1
H 2.350030 2.592984 -0.724949 -0.2 0.3 -0.1
H 1.559670 2.751719 0.550102 0.0 0.2 -0.1
O -1.783403 -2.766467 -0.423248 0.1 0.1 0.3
O 2.480160 0.223912 1.163604 0.3 -0.2 0.2
O 0.266064 1.600609 1.452008 0.0 0.8 0.3
H 0.021870 -1.123472 -3.329945 -0.2 0.0 -0.1
H 2.104427 -1.785815 -2.089281 -0.4 -0.4 0.2
O -1.962930 -1.527320 2.684454 1.2 -0.1 -0.1
H -0.224373 1.636649 0.618920 -0.5 -0.2 0.3
H -1.284679 1.393581 -2.313775 0.0 -0.1 0.2
H -1.510090 -2.429857 0.440925 0.0 -0.1 0.0
H -1.564034 3.712943 -0.520698 0.0 -0.3 -0.1
C 1.724563 -1.757050 0.083733 0.0 -0.5 -0.4
O -0.993428 3.011792 -0.865965 0.1 0.3 0.4
H -1.886342 0.227538 -3.438026 -0.2 0.2 0.0
H -1.202190 -0.925484 2.674370 -0.4 0.5 -0.1
H -3.674316 0.281801 0.902510 -0.5 0.1 -0.2
H 0.674412 0.718118 -0.999050 -0.1 0.0 0.1
C 1.651153 -0.813668 1.253099 0.5 -1.1 -0.4
H 2.788288 -0.456006 -1.274186 0.2 -0.3 0.3
H 0.840575 -2.392131 0.136459 -0.2 0.2 -0.2
C 1.891378 -1.090275 -1.275490 0.3 1.1 -0.7
O -3.764105 -0.370816 0.194959 0.4 0.3 0.4
H -0.087657 3.317304 -0.656456 0.0 -0.1 -0.4
H -0.036888 0.891639 2.026099 -0.2 0.0 -0.3
O 1.754777 3.218103 -0.282562 0.2 -0.5 0.3
O 0.963355 -1.058641 2.221308 -0.2 0.6 0.3
H -2.969415 -0.878819 0.387052 0.0 -0.2 0.0
```
Forces are in eV/Å.

Values from the calculation:
Kohn-Sham gap ... 7.9 eV
E_HOMO ... -0.28343 Ha
Charge ... 0
Multiplicity ... 1
Electronic energy ... -859.7924 Ha
SMILES ... N/C=C/CCC(=O)O.O.O.O.O.O.O
LUMO level ... 0.228 eV

***

[3]
This record from the OMol25 dataset describes a 6-piece molecular cluster, C5H21O7 overall at a distorted geometry. The level of theory is ωB97M-V/def2-TZVPD.

Structure (XYZ):
```
33
Properties=species:S:1:pos:R:3:forces:R:3
H 1.215879 -1.762893 2.802129 0.1 0.0 -0.1
H 0.344068 2.930396 3.124386 0.0 -0.2 0.0
H 0.535282 -3.013468 -0.307531 0.1 -0.3 -0.1
H -0.556670 -2.675689 1.569489 -0.2 0.2 0.5
H -0.129284 0.563220 -2.448239 -0.2 -0.2 0.0
H 2.218065 -1.085324 1.508365 0.0 0.1 0.0
H -2.707510 1.326704 0.645786 -0.3 0.1 0.0
C 0.029300 -1.341747 -1.504783 -0.6 0.3 -0.8
H 0.005290 -1.829889 -2.506425 0.0 -0.2 0.1
C -0.742235 -1.810152 0.922829 0.4 -1.4 -0.7
H -1.129445 -3.063607 -0.848167 -0.2 0.1 0.0
O -0.797530 -0.228274 -1.510288 0.0 -0.1 0.3
O -0.169738 2.268427 3.598786 0.0 0.0 0.2
H 2.236694 0.818057 2.631328 -0.1 -0.2 0.0
H 0.337740 1.434744 3.536307 0.0 0.3 -0.1
H 3.271343 2.048195 -1.461094 -0.4 -0.2 0.0
C 1.363535 -0.885636 2.159237 -0.7 -0.6 0.7
H 1.092561 -1.043154 -1.411711 0.0 -0.1 0.4
H -2.482658 1.914296 -1.811472 -0.3 0.1 -0.1
H 0.467004 -0.097129 0.463765 -0.4 0.0 -0.1
O -2.322918 2.423837 -2.624987 0.4 -0.3 0.3
O 0.438386 1.057601 -3.223895 0.4 -0.1 0.0
O 2.499467 1.584703 -1.109969 0.4 0.1 0.2
H 1.912038 1.407406 -1.866406 -0.3 0.1 -0.2
H -2.193132 0.275023 -0.291827 0.2 -0.3 -0.8
H 0.710394 0.327401 -3.802957 -0.2 0.4 0.2
H -1.474345 2.036611 -2.901614 -0.1 0.2 -0.2
O 1.660218 0.184093 3.077674 0.5 0.1 -0.3
O -3.015307 0.757820 -0.071452 0.3 0.2 0.5
C -0.353750 -2.400692 -0.468896 0.6 0.7 0.4
H -0.544074 0.133017 1.820453 0.2 -0.2 0.5
C 0.097357 -0.617720 1.350790 0.4 0.9 -0.7
H -1.816030 -1.636175 0.960383 0.1 0.4 0.0
```
Forces are in eV/Å.

Values from the calculation:
Kohn-Sham gap ... 7.6 eV
E_HOMO ... -0.16955 Ha
Charge ... -1
Multiplicity ... 1
Electronic energy ... -729.8270 Ha
LUMO level ... 2.950 eV

***

[4]
This record from the OMol25 dataset describes a 7-piece molecular cluster, C5H21O8S overall at a distorted geometry. The level of theory is ωB97M-V/def2-TZVPD.

Structure (XYZ):
```
35
Properties=species:S:1:pos:R:3:forces:R:3
H 0.128725 -0.690583 -2.795000 1.4 -0.1 -1.4
H -0.270887 -0.556718 -1.469048 -0.3 -0.6 -0.2
O -1.648966 1.850184 -2.809785 0.1 -0.7 0.0
H 1.626622 2.763092 -0.912189 -0.2 0.3 0.1
H 3.408021 1.555555 0.388597 0.2 -0.1 -0.8
H -0.920565 -3.878988 -1.120166 0.2 0.2 0.2
C -1.957048 0.832915 2.035543 0.6 1.0 0.0
H 0.876332 -2.497791 0.382342 -0.3 -0.1 -0.4
O -2.677118 -2.019693 0.905134 -1.3 1.5 1.3
O 2.041141 -0.662780 2.938538 0.0 -0.6 0.8
H 1.705022 3.161604 0.817179 -0.2 0.2 0.1
H -2.925444 1.322846 2.056575 -0.2 -0.4 -0.2
C 2.133750 0.234466 -0.957268 -0.1 -1.0 1.1
O -1.321931 -3.336257 -1.799696 -0.1 -0.1 -0.3
H 0.143136 -1.559361 1.216580 -0.6 0.3 -0.2
H -1.623742 0.916381 -2.513393 -0.3 0.3 0.1
H 2.210325 0.727891 1.212136 -0.5 -0.4 -0.5
C -0.038909 1.933265 0.211056 0.0 1.6 -0.4
O -0.688948 -0.793316 -2.345469 -0.9 0.6 1.4
H -0.087228 0.947966 -0.222387 -0.3 -0.6 0.8
H 2.244210 0.224183 2.647972 -0.1 0.1 0.1
C 1.427849 2.396073 0.097231 0.4 -1.3 -0.2
H -0.900495 1.791661 -3.410724 0.1 0.5 -0.2
H 1.745619 -1.136865 2.158381 0.2 0.1 -0.2
H -2.093604 -2.706018 1.208074 0.4 -0.5 -1.1
O 2.661437 0.403842 -2.051671 0.1 0.5 -0.1
O 0.001497 -2.410533 0.789075 0.7 -0.5 0.6
H -2.995854 -2.015240 0.005855 0.7 -1.0 -0.3
H -0.658998 2.537326 -0.442007 0.0 0.2 -0.2
C 2.398427 1.165804 0.243968 -0.2 1.6 0.1
H -0.862149 -2.466050 -1.813987 -0.3 -0.5 0.0
O 1.277123 -0.686321 -0.670558 0.6 0.4 0.0
H -1.808851 0.263666 2.946803 0.1 0.1 0.1
H -1.810358 0.169481 1.194729 -0.3 -0.1 -0.1
S -0.738141 2.218313 1.877579 0.3 -1.0 0.1
```
Forces are in eV/Å.

Values from the calculation:
Kohn-Sham gap ... 8.5 eV
E_HOMO ... -0.20315 Ha
Charge ... -1
Multiplicity ... 1
Electronic energy ... -1203.2897 Ha
LUMO level ... 2.996 eV

***

[5]
This record from the OMol25 dataset describes a 5-piece molecular cluster, C5H22N2O4S overall at a distorted geometry. The level of theory is ωB97M-V/def2-TZVPD.

Structure (XYZ):
```
34
Properties=species:S:1:pos:R:3:forces:R:3
H -0.633195 2.058888 0.472687 -0.3 0.0 -0.2
H 1.195115 -3.290508 -2.012022 0.0 0.0 0.0
C 0.141329 1.385283 0.078943 -0.4 -0.2 -0.3
O -2.027293 -1.717199 -0.936001 -0.4 0.5 0.0
O -2.860583 0.315625 2.057864 -0.2 -0.1 0.0
H 1.463835 0.098980 -2.413543 0.4 0.0 0.0
H -2.438783 -2.186824 -1.671509 0.5 -0.2 0.3
O 2.099542 -3.583982 -1.872174 0.0 0.0 0.1
H 2.279273 -3.390972 -0.944723 0.1 0.1 0.0
H -1.360116 2.494403 -2.404644 -0.3 0.2 -0.2
H -4.056267 1.662561 -2.619597 0.1 0.1 0.1
H 0.920020 -1.996046 2.277026 -0.2 0.2 -0.2
H -1.253612 -2.175612 -0.596929 -0.1 -0.3 -0.3
C 0.128334 1.285265 -1.453030 0.8 1.2 0.8
O -4.012509 1.583554 -1.659795 -0.4 -0.2 -0.1
C -0.353780 2.630579 -2.031244 0.1 -0.4 -0.3
H -0.930809 -0.250449 0.466404 0.0 -0.1 -0.1
H 2.497462 0.001536 0.679970 -0.2 -0.2 0.0
H -4.799850 1.059783 -1.453717 0.2 0.1 0.1
H -0.539385 0.493099 -1.763620 -0.2 -0.2 0.0
N 0.016426 0.051433 0.657511 0.0 0.2 0.5
H 1.895951 1.661032 -2.458680 0.0 0.0 0.0
H 1.085375 1.872045 0.332457 0.1 -0.3 0.2
H -3.148299 0.924476 2.745082 0.0 0.1 -0.1
C 0.208745 0.042308 2.112901 0.6 0.6 -0.1
S 2.868361 -0.786671 1.701365 0.2 0.2 0.3
H -0.396468 3.446574 -1.315367 0.2 0.0 0.3
H 0.561942 1.031333 2.408048 0.2 0.1 0.1
H -2.935405 0.793524 1.224639 -0.1 0.1 0.0
H 0.294846 2.950830 -2.846534 -0.1 0.0 -0.2
N 1.520237 0.940927 -1.852495 -0.6 -0.3 -0.4
C 1.248044 -0.980322 2.522462 -0.2 -1.0 -0.1
H 1.392278 -1.035621 3.603530 0.2 0.5 0.0
H -0.731287 -0.054444 2.648419 0.0 -0.5 0.0
```
Forces are in eV/Å.

Values from the calculation:
Kohn-Sham gap ... 8.5 eV
E_HOMO ... -0.30610 Ha
Charge ... 0
Multiplicity ... 1
Electronic energy ... -1012.3213 Ha
SMILES ... C[C@@H](N)CNCCS.O.O.O.O
LUMO level ... 0.183 eV

***

[6]
This record from the OMol25 dataset describes a 5-piece molecular cluster, C5H22N2O5 overall at a distorted geometry. The level of theory is ωB97M-V/def2-TZVPD.

Structure (XYZ):
```
34
Properties=species:S:1:pos:R:3:forces:R:3
H 0.949016 -0.759019 -1.004463 0.5 0.3 -0.3
H 1.872414 -0.690350 2.822982 -0.1 -0.1 0.0
H -1.020443 -3.257030 -2.061939 0.2 -0.3 -0.5
O 0.902467 -3.023097 0.756296 0.1 -0.1 -0.2
H 0.327989 -0.625745 1.939766 0.1 0.0 0.1
N -0.310290 2.237589 -2.347367 -0.3 0.2 0.3
H 1.439900 -3.731475 0.369985 -0.2 0.1 0.2
O 1.098906 -0.961415 -1.942315 -0.8 -0.2 0.8
O -0.119457 -3.491266 -1.799943 -0.8 0.6 0.6
H -1.494482 1.953770 1.322691 0.1 0.0 0.0
C 0.896962 1.807054 -0.236472 -0.9 -1.4 2.3
H 0.125966 -3.447582 1.138494 0.1 0.0 0.1
H 0.442175 1.649621 3.082244 -0.2 -0.7 0.3
O -2.176403 -2.449730 -0.020643 -0.5 -0.2 -0.4
O -2.014397 1.323437 0.821054 0.3 0.0 -0.4
H -2.358306 -3.286555 -0.470568 0.1 0.0 0.3
H -0.108436 -3.032462 -0.929452 0.5 -0.6 -0.1
H -3.027304 -1.993900 -0.095778 0.3 0.2 0.2
H -2.456742 1.752356 -1.110459 0.3 -0.2 -0.3
H 0.237143 2.835967 1.405098 0.2 0.2 -0.2
H 1.831178 -0.304753 1.109531 0.2 0.0 0.1
N 0.993052 2.206330 1.178253 -0.8 0.5 0.3
H -0.664255 3.307538 -0.681262 -0.2 0.2 0.7
C 1.202142 1.310700 2.384155 0.8 1.5 -1.7
H -1.468706 0.292915 -0.791088 0.6 0.2 -0.6
C -1.584017 1.358829 -0.581800 -1.7 0.3 2.0
H 0.670918 0.741314 -0.246470 0.6 -0.2 0.0
H 1.870813 1.930180 -0.703587 -0.4 0.6 -0.7
H 2.142357 1.721627 2.748407 0.2 -0.6 0.6
H 0.021837 1.330354 -2.650569 0.2 -0.1 0.0
C -0.421256 2.268194 -0.866301 1.2 -0.1 -2.3
C 1.309746 -0.159847 2.055930 -0.5 0.0 0.2
H 0.357014 2.942745 -2.625364 0.1 -0.1 -0.2
H 0.532505 -1.756309 -1.969058 0.6 0.0 -0.9
```
Forces are in eV/Å.

Values from the calculation:
Kohn-Sham gap ... 8.3 eV
E_HOMO ... -0.30355 Ha
Charge ... 0
Multiplicity ... 1
Electronic energy ... -689.3444 Ha
SMILES ... CCNC[C@@H](N)CO.O.O.O.O
LUMO level ... 0.073 eV

***

[7]
This record from the OMol25 dataset describes a 6-piece molecular cluster, C5H22N2O6 overall at a distorted geometry. The level of theory is ωB97M-V/def2-TZVPD.

Structure (XYZ):
```
35
Properties=species:S:1:pos:R:3:forces:R:3
H -2.599872 0.888374 -4.125807 0.0 -0.1 -0.2
C 2.283117 0.262062 0.115714 -0.9 -1.7 1.9
H -0.749430 -3.002198 2.119694 2.4 -0.4 1.8
H -0.529182 0.919687 2.830243 0.7 0.0 -0.7
H -0.794090 1.672774 0.167801 0.0 0.1 0.2
H -3.814367 1.021251 -1.244807 -0.2 -0.2 -0.4
H 1.418434 -0.780753 -1.728052 0.3 0.1 1.3
O -4.343528 0.279110 -0.917910 0.1 -2.3 -2.4
H 1.441963 2.034880 -2.127937 -0.2 0.9 -1.7
O 0.035522 1.693751 2.685112 -0.5 1.2 0.0
H 3.028381 0.003266 0.946482 -1.2 -0.1 -0.9
C 2.089369 -2.554987 0.980332 -1.7 -2.4 -5.6
O 1.410566 2.501820 -3.017821 3.1 -3.4 1.4
H 1.104585 2.724853 1.272762 -0.2 -0.6 -0.6
O 0.109745 -3.204651 2.687447 -2.8 0.2 -2.0
H 1.821653 -3.588668 1.227133 0.5 0.2 -0.1
H 3.078200 -1.044900 -1.479506 0.7 0.1 -0.1
N 1.982657 -2.163768 -0.246807 0.6 0.1 4.3
H -2.970198 -0.723770 0.617785 0.5 -0.5 -1.3
H -0.679137 0.340842 -0.736332 -0.7 -1.3 -0.7
H 2.184458 -1.898909 1.745913 0.6 2.3 2.3
O -3.035906 -1.392010 1.311101 -1.8 3.0 1.4
O -2.397800 1.690946 -3.645604 -4.8 -2.1 2.6
H -1.657689 2.019196 -3.986454 4.9 2.1 -2.3
H -0.056617 -4.126703 2.941164 0.1 0.2 0.2
C 1.050110 1.694598 1.646589 -1.0 -1.2 3.5
H 1.938116 1.498458 2.226073 0.8 0.2 0.0
C 2.178775 -0.920790 -0.897389 -0.1 0.3 -2.3
H -4.434454 -0.400773 -1.729062 0.4 2.6 2.8
N -0.163452 0.988370 -0.217316 1.4 0.8 -0.1
H -3.664797 -0.713111 1.784921 1.3 -2.6 -0.2
H 0.414399 -0.419799 1.262997 1.1 1.4 -0.2
H 0.698413 3.048529 -2.935655 -3.1 2.5 0.3
H 2.784249 1.129755 -0.276039 -0.4 0.4 -1.0
C 0.837822 0.523261 0.743218 -0.1 0.2 -1.5
```
Forces are in eV/Å.

Values from the calculation:
Kohn-Sham gap (alpha / beta) ... 8.4 / 5.0 eV
E_HOMO (alpha / beta) ... -0.48289 / -0.48247 Ha
Expectation value of S² ... 0.76
Charge ... +1
Multiplicity ... 2
Electronic energy ... -764.2133 Ha
LUMO level (alpha / beta) ... -4.703 / -8.084 eV